No. 1
Computed, not measured: a cluster of 6 separate species, C44H40F10O3 in total at a distorted geometry, with ωB97M-V/def2-TZVPD.

ORCA input file:
```
! RIJCOSX wB97M-V def2-TZVPD def2/J DEFGRID3
* xyz 0 1
O 1.96694 -0.21189 0.64620
C 2.73328 0.20007 -0.20096
O 3.90276 0.77275 0.19250
C 4.26644 1.96130 -0.51210
C 3.61019 3.23044 0.09690
C 4.63733 4.39581 0.08736
C 4.20297 5.62954 -0.68313
F 3.33136 6.40643 -0.01578
F 5.32361 6.39549 -0.84998
C 3.64313 5.35451 -2.12608
F 4.04379 4.19721 -2.63714
F 2.32227 5.50648 -2.13014
F 4.12468 6.31358 -2.94719
O 2.47528 0.03014 -1.53098
C 1.57996 1.03271 -2.06722
C 0.11974 0.83710 -1.64831
C -0.56436 2.09350 -1.12529
C -0.15680 3.37160 -1.44451
C -0.76101 4.49453 -0.94064
C -1.83524 4.36030 -0.09063
C -2.27556 3.09542 0.20705
C -1.65920 1.97950 -0.28873
H 4.05412 1.90786 -1.58420
H 5.35430 2.03746 -0.44067
H 2.71806 3.50728 -0.47338
H 3.31925 2.99232 1.12098
H 5.63506 4.12393 -0.26149
H 4.75899 4.72453 1.12547
H 1.63436 0.90892 -3.15211
H 1.97293 2.02910 -1.86083
H -0.00779 0.05884 -0.89347
H -0.48655 0.50970 -2.50331
H 0.68081 3.48627 -2.12907
H -0.36658 5.46642 -1.21868
H -2.28220 5.26476 0.30700
H -3.13445 2.95526 0.84874
H -2.03329 0.99105 -0.03779
F 0.30079 4.69040 -6.34236
C 1.57787 4.89559 -6.71411
C 2.56718 4.90861 -5.75227
C 3.88364 5.11197 -6.12491
C 4.19606 5.32026 -7.46265
C 3.19080 5.31289 -8.42114
C 1.87136 5.09218 -8.04844
H 2.30100 4.75360 -4.71492
H 4.66137 5.10985 -5.37322
H 5.22415 5.48515 -7.75782
H 3.43419 5.47763 -9.46241
H 1.07627 5.07377 -8.78220
F -1.93849 -1.71772 -1.12300
C -1.46500 -2.60679 -2.01974
C -1.90769 -2.54732 -3.32643
C -1.41354 -3.45805 -4.24914
C -0.49370 -4.41927 -3.85347
C -0.06274 -4.46710 -2.53480
C -0.54601 -3.55260 -1.61067
H -2.63114 -1.79497 -3.61388
H -1.74729 -3.41731 -5.27753
H -0.11268 -5.13119 -4.57410
H 0.65128 -5.21818 -2.22416
H -0.21552 -3.56916 -0.57998
F -5.29098 -3.32256 2.93736
C -3.94946 -3.23076 2.82025
C -3.14823 -4.02270 3.61833
C -1.76945 -3.92834 3.49292
C -1.21313 -3.03948 2.58207
C -2.03573 -2.24815 1.79180
C -3.41377 -2.34679 1.90621
H -3.60157 -4.70327 4.32772
H -1.12849 -4.54858 4.10648
H -0.13697 -2.96362 2.48838
H -1.60418 -1.55385 1.08815
H -4.07038 -1.74369 1.29253
F -3.34588 1.22876 2.13757
C -3.64284 0.76704 3.37215
C -2.79633 1.06486 4.42017
C -3.10359 0.59247 5.68797
C -4.24293 -0.17609 5.88719
C -5.08006 -0.46866 4.81906
C -4.78272 0.00980 3.55186
H -1.90888 1.65817 4.24152
H -2.45274 0.82355 6.52081
H -4.47777 -0.54710 6.87644
H -5.96560 -1.07122 4.97188
H -5.42688 -0.20129 2.70832
F -0.26332 -7.32518 2.80225
C -0.57587 -7.73672 4.04442
C 0.26022 -7.40852 5.09400
C -0.06665 -7.82948 6.37516
C -1.21553 -8.57857 6.58967
C -2.04243 -8.90299 5.52281
C -1.72578 -8.47605 4.24128
H 1.15542 -6.83006 4.90545
H 0.57639 -7.57280 7.20657
H -1.46607 -8.90906 7.58930
H -2.93622 -9.48987 5.68833
H -2.36246 -8.71167 3.39858
*
```

HOMO energy, eV: -8.9
HOMO-LUMO gap, eV: 9.565
SMILES string: O=C(OCCCC(F)(F)C(F)(F)F)OCCc1ccccc1.Fc1ccccc1.Fc1ccccc1.Fc1ccccc1.Fc1ccccc1.Fc1ccccc1
Strongest force on any atom, Eh/bohr: 0.0486
E, hartree: -2925.02504
LUMO energy, eV: 0.7

No. 2
Computed, not measured: a structure of composition C44H40Li2N8O9 at a distorted geometry, with ωB97M-V/def2-TZVPD.

ORCA input file:
```
! RIJCOSX wB97M-V def2-TZVPD def2/J DEFGRID3
* xyz 0 1
Li -31.64289 -31.99749 -22.72975
Li -32.23378 -28.37717 -20.98115
C -30.64896 -30.01494 -21.88157
O -30.26246 -28.91062 -21.38702
O -29.94394 -31.04049 -22.18407
O -31.89977 -30.07551 -22.11136
C -28.36642 -33.72660 -21.44090
C -28.09025 -35.04552 -21.09960
C -26.88253 -35.66415 -21.39474
C -25.90284 -34.91936 -22.02662
C -26.08774 -33.55804 -22.25613
C -27.32131 -32.98505 -21.99830
N -24.59498 -35.52132 -22.26706
O -24.45111 -36.70849 -22.05489
O -23.68667 -34.78829 -22.60717
H -29.35799 -33.36156 -21.22488
H -28.91371 -35.62267 -20.69320
H -26.73542 -36.68052 -21.06076
H -25.29300 -33.02811 -22.76168
H -27.47627 -31.94500 -22.25498
C -28.38012 -30.91337 -17.84341
C -28.60764 -30.08488 -18.92791
C -28.44995 -28.71443 -18.78604
C -27.96395 -28.19178 -17.59961
C -27.79453 -29.01207 -16.48758
C -27.98291 -30.38028 -16.61257
N -27.70629 -26.76860 -17.49337
O -27.24068 -26.34974 -16.45604
O -27.97147 -26.04841 -18.43564
H -28.45561 -31.99006 -17.93862
H -28.89530 -30.46097 -19.90387
H -28.51583 -28.03482 -19.62564
H -27.45189 -28.62032 -15.53983
H -27.87559 -31.06766 -15.78522
C -27.59814 -31.06790 -26.14073
C -28.44087 -30.64820 -25.11834
C -29.67116 -30.09239 -25.40771
C -30.09876 -29.95283 -26.71417
C -29.28906 -30.45308 -27.73186
C -28.02239 -30.93870 -27.46728
N -31.35309 -29.26693 -26.99881
O -31.78550 -29.29024 -28.13945
O -31.90792 -28.70511 -26.07777
H -26.68854 -31.60792 -25.91228
H -28.22052 -30.76854 -24.06504
H -30.29405 -29.90260 -24.53974
H -29.65619 -30.36168 -28.74760
H -27.39715 -31.24789 -28.29247
N -34.00403 -27.91280 -22.07875
C -33.61662 -27.78907 -23.35982
C -34.50204 -27.64269 -24.40569
C -35.85730 -27.53444 -24.13780
C -36.27603 -27.59455 -22.81205
C -35.30982 -27.76562 -21.83167
H -32.54353 -27.84221 -23.49848
H -34.07327 -27.52517 -25.39248
H -36.54669 -27.41830 -24.96341
H -37.31000 -27.58056 -22.49849
H -35.56806 -27.67812 -20.78372
N -32.43952 -31.97849 -24.64690
C -33.48800 -31.16028 -24.74563
C -34.19822 -30.97300 -25.93443
C -33.79639 -31.67499 -27.06285
C -32.67931 -32.47960 -26.96737
C -32.03289 -32.61260 -25.76271
H -33.78859 -30.62823 -23.85229
H -35.08293 -30.35804 -26.01404
H -34.35391 -31.53804 -27.97921
H -32.25022 -33.02338 -27.80048
H -31.22216 -33.31754 -25.63369
N -26.81315 -25.22582 -22.52048
C -27.42242 -26.37579 -22.23406
C -28.11084 -27.08528 -23.21066
C -27.91267 -26.71585 -24.52486
C -27.28712 -25.51095 -24.81383
C -26.68958 -24.78977 -23.77666
H -27.41981 -26.69898 -21.20226
H -28.60850 -28.03714 -23.06361
H -28.23722 -27.32926 -25.35668
H -27.23092 -25.24068 -25.86220
H -26.18267 -23.84069 -23.86969
N -32.27382 -33.47873 -21.43806
C -32.41404 -32.77560 -20.30027
C -32.75776 -33.30737 -19.07644
C -33.08040 -34.65959 -19.03451
C -33.03823 -35.37802 -20.20563
C -32.63767 -34.76039 -21.38794
H -32.03404 -31.75746 -20.29335
H -32.69800 -32.72425 -18.16823
H -33.29019 -35.15734 -18.09579
H -33.30589 -36.42623 -20.16824
H -32.56342 -35.37369 -22.27705
N -32.99082 -28.91531 -18.92572
C -31.94540 -29.30702 -18.18840
C -32.06052 -29.94934 -16.95587
C -33.33432 -30.20956 -16.50448
C -34.45424 -29.84848 -17.25820
C -34.21929 -29.15308 -18.42665
H -31.00197 -29.04843 -18.65035
H -31.22589 -30.35002 -16.39895
H -33.54484 -30.71464 -15.56848
H -35.47798 -29.97467 -16.93885
H -35.02767 -28.84355 -19.07538
*
```

HOMO energy, eV: -8.0
HOMO-LUMO gap, eV: 7.544
Strongest force on any atom, Eh/bohr: 0.0556
E, hartree: -2830.86926
LUMO energy, eV: -0.5

No. 3
Computed, not measured: a structure of composition C44H41AsGeN3O2ReS2 at a distorted geometry, with ωB97M-V/def2-TZVPD.

ORCA input file:
```
! RIJCOSX wB97M-V def2-TZVPD def2/J DEFGRID3
* xyz -1 4
Re 1.17089 -0.30431 -1.60478
O 4.88127 -1.03681 -2.86559
C 3.72804 -0.59168 -2.83048
N 3.11593 -0.31218 -1.62996
C 3.90629 -0.29308 -0.44063
C 3.00222 -0.69251 0.64938
C 3.45128 -0.98251 1.91056
C 2.51125 -1.12167 2.94388
C 1.15660 -0.89163 2.65316
C 0.74828 -0.73033 1.32805
N 1.67855 -0.63553 0.36180
C 2.82647 -0.19520 -3.95250
C 3.09700 -0.35907 -5.29234
C 2.21871 0.13966 -6.25808
C 1.00159 0.71057 -5.84436
C 0.74276 0.81091 -4.50142
N 1.60728 0.33871 -3.56546
H 4.24008 0.75572 -0.32076
H 4.75456 -0.96712 -0.55876
H 4.51289 -1.09223 2.02150
H 2.78790 -1.39070 3.93964
H 0.37705 -0.80415 3.39204
H -0.27674 -0.62149 0.97259
H 4.03603 -0.80199 -5.58552
H 2.48511 0.05512 -7.31434
H 0.22162 1.08801 -6.50327
H -0.17524 1.31108 -4.14100
C 0.23983 1.26957 -1.22657
Ge -0.47459 2.83389 -0.46155
C -1.04432 2.54082 1.37089
C -0.10790 2.38150 2.37505
C -0.44382 2.20690 3.75275
C -1.78076 2.05891 4.07852
C -2.79035 2.19319 3.10038
C -2.41455 2.43463 1.77539
C 0.69089 4.32525 -0.35482
C 0.70117 5.08540 0.80699
C 1.51009 6.20341 0.90786
C 2.29887 6.56583 -0.17442
C 2.41458 5.74054 -1.31159
C 1.57598 4.64167 -1.41200
C -2.22172 3.28213 -1.29058
C -2.71866 2.62965 -2.42602
C -3.89841 3.05392 -3.06735
C -4.55157 4.18060 -2.57503
C -4.08638 4.85317 -1.43979
C -2.92575 4.41155 -0.80427
H 0.95983 2.41989 2.13552
H 0.33307 2.15814 4.51101
H -2.08702 1.88896 5.09355
H -3.87244 2.14738 3.34864
H -3.16213 2.58326 1.03176
H -0.03744 4.89580 1.59822
H 1.46496 6.80497 1.80050
H 2.90645 7.47825 -0.13546
H 3.13816 5.95398 -2.08576
H 1.61829 3.99876 -2.27469
H -2.17842 1.76945 -2.77453
H -4.27794 2.51270 -3.91622
H -5.42199 4.51085 -3.08985
H -4.60793 5.71147 -1.03957
H -2.54459 4.91565 0.07132
C 2.13687 -4.87027 5.71777
C 2.25000 -6.39722 5.77822
O 2.51152 -7.06550 6.79505
S 2.17597 -7.45389 4.31202
C 1.69257 -6.52175 2.93166
C 0.31612 -6.13149 2.71546
C 0.00806 -5.32226 1.65308
C 1.03322 -4.96406 0.73271
C 2.37161 -5.33793 0.93393
C 2.72381 -6.11230 2.00762
C 0.69944 -4.17806 -0.37445
C 0.37841 -3.33963 -1.20069
H 1.74906 -4.48812 4.77530
H 3.13762 -4.43391 5.94931
H 1.51395 -4.52456 6.54523
H -0.46675 -6.53407 3.38396
H -1.00020 -4.92584 1.48619
H 3.02731 -4.94885 0.17796
H 3.75033 -6.43440 2.19529
C -3.69610 -2.60791 -0.23467
As -3.54402 -0.73849 -1.03583
C -5.48757 -0.16369 -0.66361
C -3.76899 -1.32481 -2.95946
S 0.20202 -2.17719 -2.46658
H -4.20878 -3.27749 -0.89847
H -4.20664 -2.48857 0.74152
H -2.64330 -2.90750 -0.13567
H -6.11696 -0.96161 -1.03541
H -5.64103 0.75910 -1.24493
H -5.56319 0.01595 0.42462
H -4.77097 -1.68379 -3.08825
H -2.97768 -2.04722 -3.19684
H -3.59692 -0.44033 -3.58366
*
```

HOMO energy (spin up / spin down), eV: -2.3 / -4.5
HOMO-LUMO gap (spin up / spin down), eV: 4.141 / 6.272
Strongest force on any atom, Eh/bohr: 0.0729
E, hartree: -7203.26014
LUMO energy (spin up / spin down), eV: 1.9 / 1.7
ΔE to the lowest compared entry with this formula, charge and spin, kJ/mol: 0.0

> strongest force on any atom of number 1 (C44H40F10O3)?

0.0486 Eh/bohr